1.
Density functional theory data (ωB97M-V with the def2-TZVPD basis set) for a cluster of 10 separate species, C41H76BFN12O6P in total in a non-equilibrium geometry.

Geometry as XYZ:
```
138
Properties=species:S:1:pos:R:3:forces:R:3:mulliken_charge:R:1
C 1.36509 -1.99879 2.91816 0.6 0.3 -0.1 -0.9060
O 0.99029 -2.40773 1.61608 -0.4 -0.3 0.1 -0.4733
C -0.12661 -1.68540 1.12440 0.8 0.1 -0.3 -0.2054
C 0.35906 -0.41629 0.40004 -0.2 -0.3 0.6 0.2492
C 0.65811 -0.72118 -1.06469 0.1 0.1 0.1 -0.7131
C 0.44216 0.33200 -2.17705 -0.4 -0.2 0.7 1.3690
C -0.94405 0.09501 -2.79166 0.1 -0.2 0.3 -1.2185
C -2.11332 0.03773 -1.78771 -0.4 0.0 -0.5 -1.6809
C -2.73338 -1.35544 -1.59067 -0.2 0.5 0.2 -1.0658
C -3.42051 -1.50776 -0.22341 -0.3 -0.8 -0.6 -0.7888
C -3.39169 -2.96112 0.28295 0.0 0.6 -0.2 -0.5148
C -4.51197 -3.77918 -0.31789 -0.1 -0.4 -0.4 -0.7115
O -4.78912 -4.99859 0.39049 0.4 0.0 0.7 -0.3942
C -3.69885 -5.61303 0.95202 0.4 -0.1 2.9 0.7776
C -2.73124 -6.28168 0.01133 0.1 0.4 0.0 -0.8995
O -3.54306 -5.65069 2.18089 -0.7 0.1 -3.3 -0.5769
C 0.76685 1.78343 -1.78270 -0.2 0.0 -0.2 -0.1726
C -0.36356 2.56334 -1.14105 -0.1 0.4 0.1 -2.0900
N 1.93136 1.76067 -0.91488 0.3 0.4 -0.7 0.3427
B 2.36051 3.06444 -0.37985 -0.3 -0.2 0.1 1.0212
O 2.71667 3.11968 0.93884 0.4 -0.4 -0.3 -0.5514
O 2.39025 4.14004 -1.22442 -0.2 0.1 0.3 -0.4210
C 2.52347 5.44975 -0.65924 0.0 0.1 -0.6 -0.9287
C 3.14317 1.09177 -1.50900 -0.5 -0.1 1.2 -0.2063
C 3.76942 0.17379 -0.43231 0.4 -0.2 -0.2 -1.1939
C 4.08304 -1.30213 -0.70823 -0.5 -0.6 1.1 -0.9058
N 3.76907 -2.05980 0.52720 0.4 0.4 -0.5 -0.5402
C 2.83388 0.59424 -2.92080 0.5 1.1 -0.3 -1.3841
P 4.13054 -0.39575 -3.76022 0.1 -1.0 -0.1 0.3003
O 3.59879 -1.74727 -4.06413 -0.3 -0.1 -0.1 -0.6322
N 1.51674 -0.04612 -3.21727 0.1 -0.1 -0.2 0.7977
C 1.14397 0.20406 -4.64407 0.0 -0.2 -1.3 -1.2482
C 0.59665 -1.03896 -5.37013 0.2 0.0 0.6 -0.7468
C 1.52583 -1.62259 -6.43308 -0.5 -0.3 0.0 -0.4682
F 0.94617 -1.44580 -7.68155 0.1 0.2 -0.1 -0.3685
H 0.56207 -2.08555 3.63920 -0.2 -0.3 -0.1 0.3942
H 2.21754 -2.59451 3.21977 0.0 -0.2 0.1 0.4213
H 1.70690 -0.96098 2.92567 -0.1 0.2 0.0 0.2688
H -0.58926 -2.35066 0.40252 -0.4 -0.1 0.1 -0.1774
H -0.80329 -1.44108 1.94091 -0.2 -0.1 0.1 -0.0426
H -0.33252 0.39555 0.58696 -0.2 0.1 -0.3 0.5197
H 1.27433 -0.14465 0.91092 0.1 0.3 0.0 -0.5674
H 0.07112 -1.59395 -1.34214 -0.1 -0.1 -0.2 1.5861
H 1.68492 -1.07944 -1.10074 0.1 0.1 0.0 -1.0324
H -1.19224 0.79726 -3.57844 0.1 0.2 -0.1 0.3778
H -0.89416 -0.89989 -3.22954 -0.1 -0.1 -0.3 0.1430
H -2.90432 0.63496 -2.23576 -0.1 0.3 0.1 0.7442
H -1.90941 0.51569 -0.83874 0.3 -0.1 0.2 0.7462
H -3.50761 -1.45985 -2.34769 0.0 -0.2 -0.3 0.6280
H -2.02571 -2.16076 -1.78546 0.3 0.0 0.2 0.5088
H -3.03020 -0.81526 0.51515 0.3 0.0 0.1 0.4829
H -4.47030 -1.26006 -0.35620 -0.1 0.4 0.2 0.2892
H -2.45299 -3.40264 -0.04367 0.3 -0.2 0.4 0.2452
H -3.45215 -2.96236 1.36639 -0.1 -0.2 0.2 0.5046
H -4.28696 -4.04278 -1.35428 0.1 0.1 -0.2 0.3803
H -5.44837 -3.23183 -0.33405 -0.2 0.1 0.2 0.2252
H -2.89113 -7.35363 0.04027 -0.1 -0.2 -0.1 0.3146
H -1.71988 -6.09914 0.35573 0.1 0.0 0.2 0.2687
H -2.80494 -5.91717 -1.00879 -0.2 -0.1 -0.1 0.2896
H 0.92260 2.34129 -2.72128 0.2 -0.1 -0.2 0.1515
H -0.47915 2.35328 -0.08336 -0.2 -0.2 0.1 0.2458
H -0.16076 3.62923 -1.22181 0.3 0.1 0.0 0.4808
H -1.29022 2.43662 -1.68561 -0.2 -0.2 0.1 0.4942
H 3.45944 3.70229 1.11386 -0.1 0.4 0.3 0.2830
H 2.02425 6.14443 -1.32594 -0.1 0.1 -0.1 0.2326
H 3.57124 5.73093 -0.62303 0.2 0.0 0.2 0.3545
H 2.05629 5.52621 0.31544 0.0 -0.1 0.2 0.3644
H 3.86160 1.89375 -1.69067 0.3 -0.1 -0.3 0.9425
H 4.68996 0.63318 -0.07985 0.1 0.1 0.0 0.4636
H 3.12757 0.19353 0.43787 -0.2 0.1 0.0 0.3554
H 3.48976 -1.73145 -1.51835 0.2 0.2 -0.5 0.3656
H 5.13883 -1.46465 -0.89782 0.1 0.1 -0.3 0.4260
H 2.78119 -2.28255 0.54509 -0.1 -0.1 0.3 0.1374
H 4.29039 -2.92336 0.55221 0.0 -0.2 0.0 0.3006
H 2.82676 1.51344 -3.50506 -0.2 0.1 -0.1 0.8769
H 5.26735 -0.38381 -2.93819 0.0 0.4 0.0 0.1064
H 4.47863 0.30883 -4.92666 0.1 0.3 0.2 0.1968
H 1.67737 -1.05819 -3.16438 0.0 -0.1 0.1 0.8197
H 0.48388 1.05747 -4.72957 -0.2 0.1 0.4 0.3714
H 2.02052 0.49350 -5.21703 0.4 0.1 0.3 1.0011
H -0.36627 -0.81468 -5.81339 -0.1 0.0 -0.2 0.5770
H 0.40142 -1.81791 -4.63514 -0.1 -0.1 0.1 0.3505
H 1.62998 -2.69310 -6.29090 0.1 -0.1 0.0 0.3005
H 2.51642 -1.17968 -6.42595 0.1 0.1 -0.1 0.2442
C 8.72538 -1.79446 0.05112 0.1 -0.3 -0.1 -0.8955
C 8.29458 -0.45018 0.39887 0.0 0.0 0.0 0.4736
N 7.96395 0.61496 0.66622 -0.1 0.1 0.0 -0.4623
H 8.82018 -1.90060 -1.02837 0.0 0.1 0.0 0.2770
H 9.69234 -2.01519 0.49895 0.0 0.1 0.0 0.3575
H 8.01004 -2.53273 0.40976 0.0 0.1 0.1 0.2768
C -8.11833 -0.97597 -0.81751 -0.2 0.0 -0.3 -0.3928
C -7.28381 -0.77164 0.35570 -0.1 0.0 0.0 0.4089
N -6.62392 -0.60989 1.28021 0.2 0.0 0.0 -0.4452
H -8.76774 -0.12115 -0.99328 0.0 0.0 0.1 -0.1503
H -7.50574 -1.12422 -1.70629 0.1 0.0 0.0 0.2865
H -8.75420 -1.85079 -0.69624 0.0 0.0 0.1 0.3197
C -2.36583 -0.63070 4.93014 -0.3 0.0 -0.1 -0.5872
C -0.94167 -0.64902 5.22701 -0.1 0.1 0.1 0.5311
N 0.18045 -0.66491 5.46525 0.0 0.1 0.1 -0.4486
H -2.54080 -0.71206 3.85785 0.1 0.0 0.0 -0.0017
H -2.87186 -1.46235 5.41713 0.1 0.0 0.0 0.2812
H -2.81969 0.29499 5.27894 0.1 0.0 0.0 0.3256
C 9.79607 3.00003 -1.00333 0.0 0.2 0.4 -0.6985
C 9.94768 2.16922 -2.18554 0.0 0.1 0.1 0.3514
N 10.06625 1.51489 -3.11976 -0.1 -0.1 -0.1 -0.3942
H 8.89676 3.60897 -1.07517 0.0 0.0 -0.1 0.2215
H 9.70591 2.38376 -0.11106 0.0 -0.1 -0.1 0.2197
H 10.64295 3.67134 -0.87159 0.1 -0.1 -0.2 0.2965
C 0.87843 -2.04881 8.54490 -0.1 0.0 -0.3 -0.6788
C 1.39059 -2.14284 9.90249 0.0 0.0 -0.1 0.2348
N 1.80967 -2.21349 10.96739 0.1 0.0 0.1 -0.3810
H 1.17013 -2.91814 7.95861 0.1 0.0 0.1 0.2731
H -0.20857 -1.99100 8.54256 0.0 0.0 0.1 0.2929
H 1.26215 -1.16435 8.04014 0.1 0.0 0.1 0.2500
C -9.96503 3.03137 -2.06065 0.1 0.3 -0.1 -0.8268
C -10.46560 1.67472 -2.20465 -0.1 0.1 0.1 0.4405
N -10.87524 0.60909 -2.30994 0.1 -0.1 -0.1 -0.4428
H -10.73797 3.68114 -1.65733 -0.1 -0.1 0.0 0.2622
H -9.11555 3.05967 -1.38199 0.0 -0.1 0.0 0.2457
H -9.64991 3.42794 -3.02518 0.0 -0.1 0.0 0.3342
C -9.69276 4.46851 2.35789 0.1 0.2 0.2 -0.8587
C -10.19643 3.34527 1.58352 0.0 0.0 0.1 0.4040
N -10.59184 2.45794 0.97437 0.0 0.0 -0.1 -0.3732
H -8.62457 4.60063 2.19538 0.0 -0.1 -0.1 0.2665
H -10.19822 5.38994 2.07427 -0.1 0.0 -0.1 0.2790
H -9.85663 4.30547 3.42136 0.0 -0.1 0.0 0.2971
C 5.09850 -0.38327 9.85402 -0.1 0.2 0.4 -0.7531
C 5.34068 -1.05587 8.58824 0.0 0.0 0.1 0.3311
N 5.52416 -1.57958 7.58500 0.0 -0.1 -0.1 -0.3751
H 4.10752 0.06656 9.87065 0.0 -0.1 -0.1 0.2362
H 5.15671 -1.08125 10.68710 0.0 -0.1 -0.1 0.2643
H 5.82887 0.40562 10.02569 0.1 0.0 -0.1 0.2921
C -0.76955 5.36122 -4.18999 0.1 0.3 0.0 -0.9772
C -1.44277 4.07263 -4.19381 0.1 0.1 0.0 0.5207
N -1.96490 3.05209 -4.17815 0.0 -0.2 0.0 -0.3893
H -0.79266 5.81107 -5.18090 0.0 -0.1 0.0 0.3660
H -1.25414 6.04517 -3.49537 -0.1 -0.1 0.0 0.3132
H 0.27182 5.24971 -3.88946 0.0 -0.1 0.0 0.1899
```
Positions in Å, forces in eV/Å.

The net charge is +1.

***

2.
Density functional theory data (ωB97M-V with the def2-TZVPD basis set) for a cluster of 5 separate species, C41H76BrN2O9P in total in a non-equilibrium geometry.

Geometry as XYZ:
```
130
Properties=species:S:1:pos:R:3:forces:R:3:mulliken_charge:R:1
C -2.18002 5.74274 4.33462 2.1 -7.5 -4.7 -0.4199
C -1.75290 4.59106 3.65939 -3.9 5.8 3.2 -0.6850
C -1.73034 3.14405 2.82056 0.6 -1.0 0.8 0.4983
C -1.27700 1.79976 3.64188 -1.7 1.2 -4.6 0.3881
P -0.76007 2.02638 5.46547 2.4 -1.9 2.3 0.9308
O -0.15234 0.74933 6.16473 -2.6 4.3 -2.7 -0.5707
O -2.18850 2.66910 6.30305 1.5 -1.7 -3.2 -0.4520
O 0.54300 3.23431 5.46112 -4.0 -1.0 0.7 -0.5178
C -1.30083 0.33999 2.82805 -1.4 2.1 -2.3 -0.0259
C -0.90406 -1.07551 3.60105 -0.3 0.0 -1.5 -0.8528
C 0.69589 -1.32655 3.35087 0.8 -1.3 0.0 -0.4950
C 1.59333 -1.52826 4.70692 0.5 0.8 1.0 -0.1201
C 2.64721 -0.26633 4.94341 -0.2 0.4 0.7 -0.3468
C 4.22195 -0.71619 5.01169 0.2 1.5 0.6 -0.8698
C -1.73545 0.33478 1.21252 0.4 1.7 2.4 -0.0644
C -1.74920 -1.04634 0.28427 -0.1 0.9 -0.4 -0.5044
C -0.68798 -0.98252 -0.98505 -0.6 -0.4 -0.8 -0.5231
C 0.68518 -1.84869 -0.76043 -0.2 0.8 -1.4 0.0739
C 1.61646 -1.58305 -2.12429 0.3 0.6 -0.1 0.0487
C 3.22042 -1.47117 -1.80415 -0.8 0.2 0.5 -0.4324
O 4.03328 -1.55632 -3.05638 -1.5 1.8 1.1 -0.3958
C 4.00556 -0.26595 -3.77476 0.9 0.7 -0.7 0.0050
C 5.06217 0.82110 -3.13024 -0.2 0.4 -0.3 -0.7384
C -2.18638 1.74428 0.43586 0.1 0.5 0.6 0.0391
N -2.60629 1.63645 -1.00302 -0.1 5.9 1.7 -0.3584
C -2.95076 2.95504 -1.63232 0.8 -1.3 2.2 0.5649
O -3.34495 2.99701 -3.04925 2.3 -0.4 3.8 -0.3621
C -2.32991 2.40095 -3.93222 1.0 -1.3 -2.3 -0.2581
C -1.59016 3.46558 -4.94553 0.4 0.3 -0.1 0.4204
C -2.47044 3.83714 -6.28303 0.7 -0.2 -0.2 -1.1408
C -1.11935 4.83674 -4.17922 -1.1 0.2 -0.5 -0.6650
C 0.23225 5.53884 -4.78702 0.0 0.5 1.7 0.3517
C 0.23927 7.10410 -4.20075 -0.1 -0.7 0.3 -1.1312
C 1.52033 4.73129 -4.13418 -0.3 0.3 -0.1 -0.8996
C -2.90636 4.33857 -0.78020 0.8 -1.0 2.0 -0.0663
Br -3.46151 6.02535 -1.78473 0.7 -2.2 1.5 -0.1320
N -2.50477 4.53451 0.65353 -0.9 -6.1 -4.9 -0.4326
C -2.17117 3.17618 1.21008 0.5 -0.7 1.4 0.2617
H -2.66377 6.71986 4.82083 1.7 -2.8 -1.3 0.3390
H -2.94956 2.38192 5.68755 1.6 0.9 1.1 0.3217
H 0.20330 4.07861 5.88005 0.4 -1.2 -0.8 0.3168
H -1.25009 -1.11784 4.71790 0.9 0.6 -2.1 0.4921
H -1.46844 -1.97715 3.05854 1.0 2.3 1.1 0.3542
H 0.81357 -2.33510 2.72270 -0.4 2.2 1.2 0.1454
H 1.17639 -0.48609 2.68713 -1.1 -1.5 1.4 0.3113
H 2.25719 -2.50046 4.71207 -1.5 1.8 -0.4 0.2646
H 0.92232 -1.58169 5.68725 1.2 0.1 -2.4 0.0404
H 2.40096 0.23703 5.99753 0.4 -1.1 -2.4 0.1499
H 2.48445 0.60392 4.14259 0.3 -2.1 1.6 0.3777
H 4.85068 0.21976 4.61945 -1.2 -2.2 0.7 0.2908
H 4.49372 -1.67938 4.40544 -0.6 1.9 1.3 0.2536
H 4.51478 -0.80554 6.16469 -0.5 -0.3 -2.7 0.1459
H -1.48641 -2.01671 0.88163 -0.7 2.1 -0.8 0.1560
H -2.83915 -1.13336 -0.18636 2.3 0.2 1.2 0.4138
H -0.45712 0.13625 -1.33171 -0.4 -2.5 1.1 0.1393
H -1.26805 -1.46757 -1.90524 1.3 1.0 1.9 0.2093
H 0.46065 -3.00854 -0.75225 0.4 2.4 0.4 0.2932
H 1.19319 -1.45367 0.22067 -0.7 -1.0 -1.9 -0.0484
H 1.46399 -2.41406 -2.93560 0.2 1.5 1.7 -0.1482
H 1.28260 -0.56039 -2.64124 0.6 -2.2 1.2 -0.0712
H 3.50997 -2.33117 -1.05736 -0.3 1.5 -1.8 0.2801
H 3.41477 -0.44982 -1.23442 -0.3 -2.0 -1.2 0.2160
H 4.37265 -0.47033 -4.89197 -1.0 0.2 2.5 0.2930
H 2.94144 0.23150 -3.83228 1.9 -1.2 0.3 0.0331
H 4.55323 1.89519 -3.19055 1.2 -2.2 0.2 0.1683
H 5.31401 0.58148 -1.98930 -0.5 0.5 -2.7 0.2636
H 6.05022 0.85493 -3.79880 -2.1 -0.1 1.7 0.2527
H -1.48295 1.80569 -3.38662 -1.9 1.2 -0.5 -0.0876
H -2.90592 1.61564 -4.61983 1.2 1.7 1.6 0.3163
H -0.58950 2.93614 -5.32278 -2.2 0.9 0.8 0.1945
H -2.04544 4.85789 -6.69602 -1.1 -2.0 0.8 0.2967
H -2.25553 3.03140 -7.11938 -0.6 1.6 1.7 0.3067
H -3.63273 3.90534 -6.09068 2.5 0.0 -0.3 0.2650
H -2.00057 5.62783 -4.32611 1.8 -1.8 0.5 0.2083
H -1.03513 4.58551 -3.01706 0.2 0.8 -2.5 0.1476
H 0.25681 5.61674 -5.95516 -0.2 -0.5 2.2 0.3767
H -0.80697 7.61892 -4.40974 2.3 -1.0 0.3 0.2935
H 1.12621 7.72477 -4.65016 -1.8 -1.1 0.8 0.3156
H 0.38339 7.05409 -3.02350 -0.3 0.1 -2.5 0.2498
H 2.47436 4.79651 -4.82429 -1.9 -0.1 1.6 0.3078
H 1.71533 5.23070 -3.07401 -0.2 -1.2 -2.3 0.2469
H 1.25574 3.59284 -3.95518 0.6 2.3 -0.5 0.1017
C 2.12423 -3.07777 8.03753 -0.2 0.2 -0.2 -1.0258
C 2.93148 -4.13044 7.29477 0.2 0.1 0.7 0.4941
C 3.14083 -5.37184 8.14720 0.0 -0.4 -0.1 -1.4854
O 4.19830 -3.58632 6.93376 0.2 0.0 -0.1 -0.5294
H 2.64338 -2.75546 8.94715 0.0 -0.2 0.0 0.3721
H 1.99198 -2.18526 7.41647 0.0 -0.2 0.1 0.1365
H 1.13728 -3.46052 8.31555 0.1 0.1 0.0 0.3554
H 2.41577 -4.40337 6.36765 0.2 0.1 0.0 0.2671
H 3.69601 -5.13084 9.06070 -0.1 0.1 0.0 0.3668
H 3.73382 -6.11585 7.60449 -0.1 0.1 0.0 0.3513
H 2.18440 -5.82342 8.42857 0.1 0.0 0.0 0.3731
H 4.66334 -3.34114 7.75084 -0.2 -0.1 -0.3 0.3567
C 1.44698 -5.03051 -5.24740 0.2 0.3 0.0 -1.1253
C 0.54454 -5.17706 -4.03266 0.0 -0.5 -0.6 0.7969
C 0.39346 -6.63452 -3.62705 0.0 -0.1 0.4 -1.5125
O -0.73923 -4.63405 -4.32979 -0.3 0.2 0.0 -0.5366
H 1.02998 -5.55984 -6.11154 0.0 -0.1 0.1 0.3296
H 1.53661 -3.97751 -5.53535 0.0 -0.1 0.1 0.1688
H 2.44776 -5.42497 -5.04568 -0.1 0.1 -0.1 0.4323
H 0.95751 -4.60316 -3.19594 -0.2 0.0 -0.1 0.0363
H -0.06087 -7.22069 -4.43376 0.1 0.1 0.0 0.3777
H -0.26847 -6.72586 -2.75917 0.1 0.1 -0.1 0.3604
H 1.36263 -7.07715 -3.37675 -0.1 0.0 0.0 0.3513
H -1.11354 -5.13755 -5.07166 0.2 0.2 0.3 0.3651
C -0.21217 -3.51684 -8.71492 -0.2 -0.1 0.3 -1.1036
C 1.14636 -2.83616 -8.76526 -0.3 -0.1 -0.6 0.5638
C 1.13897 -1.65422 -9.72155 0.2 0.3 0.0 -1.4155
O 2.13084 -3.77726 -9.18522 0.2 -0.2 0.0 -0.5597
H -0.49214 -3.90629 -9.70019 0.0 0.2 0.0 0.3572
H -0.18850 -4.37300 -8.03213 0.0 0.2 0.0 0.2036
H -0.98934 -2.82287 -8.37983 0.0 -0.1 -0.1 0.3453
H 1.42503 -2.49599 -7.76195 0.1 -0.2 -0.1 0.2092
H 0.90689 -1.97766 -10.74249 -0.1 0.0 0.1 0.3542
H 2.12645 -1.18165 -9.75698 -0.2 -0.1 0.1 0.3396
H 0.40232 -0.90437 -9.41672 0.1 -0.1 -0.1 0.3489
H 1.89153 -4.08474 -10.07526 0.1 0.2 0.4 0.3573
C -6.63318 2.14612 6.81746 -0.3 -0.1 -0.2 -1.1996
C -6.01419 1.02789 7.64079 0.3 0.6 0.0 0.3656
C -5.54169 1.53282 8.99479 0.0 -0.2 0.3 -1.1460
O -4.90889 0.47500 6.93097 0.1 -0.1 -0.2 -0.4829
H -5.90349 2.94045 6.62403 0.0 0.0 0.2 0.2784
H -6.95747 1.77072 5.84089 0.0 0.0 0.2 0.3051
H -7.49664 2.58205 7.32957 0.1 0.0 -0.1 0.3769
H -6.74700 0.22604 7.78236 0.2 0.0 -0.1 0.3064
H -4.77332 2.30540 8.87853 -0.1 0.0 -0.1 0.2732
H -5.08728 0.72001 9.57148 -0.1 0.1 -0.1 0.3083
H -6.37237 1.95040 9.57224 0.1 0.0 0.0 0.3727
H -4.25308 1.17995 6.80073 -0.3 -0.4 0.3 0.2491
```
Positions in Å, forces in eV/Å.

Its SMILES is C#Cc1c(P(=O)(O)O)c(CCCCC)c(CCCCCOCC)c2nc(OC[C@@H](C)CC(C)C)c(Br)nc12.CC(C)O.CC(C)O.CC(C)O.CC(C)O.

***

| no. | Kohn-Sham gap (Eh) | lowest unoccupied orbital energy (eV) | E_tot (eV) |
| --- | --- | --- | --- |
| 1 | 0.338 | -2.30 | -86591.24930 |
| 2 | 0.237 | -2.00 | -144465.79367 |